1.
Molecular formula: C17H24N2O7S
Method: DFT, the ωB97M-V functional and the def2-TZVPD basis

Output
- Structure (SMILES): CCCCCN(C(=O)NC(=O)OC[C@@H]1COc2ccccc2O1)S(C)(=O)=O
- HOMO-LUMO gap: 9.242 eV
- Charge: 0
- Energy: -46166.7090 eV

Last column: natural (NBO) charge in e.
Element x y z (Å)
C (4.39022, -5.05923, 1.83204)  -0.61
C (3.45158, -3.99494, 2.38964)  -0.39
C (2.37462, -3.55975, 1.39539)  -0.40
C (2.94324, -2.74913, 0.23345)  -0.42
C (1.88827, -2.36474, -0.80680)  -0.22
N (0.73303, -1.63591, -0.29162)  -0.70
C (-0.37229, -2.36796, 0.02858)  0.82
O (-0.39487, -3.57156, 0.09623)  -0.59
N (-1.54103, -1.63611, 0.26593)  -0.67
C (-1.96505, -0.54664, -0.44246)  0.94
O (-1.40258, -0.09228, -1.40496)  -0.66
O (-3.15166, -0.14037, 0.02068)  -0.51
C (-3.72891, 1.00067, -0.60101)  -0.11
C (-3.86717, 2.14877, 0.41188)  0.05
C (-4.55001, 3.35000, -0.25834)  -0.09
O (-3.78602, 3.80260, -1.34989)  -0.49
C (-2.44537, 3.92409, -1.05972)  0.20
C (-1.64537, 4.66467, -1.91938)  -0.23
C (-0.30088, 4.82935, -1.64630)  -0.23
C (0.25086, 4.26410, -0.50631)  -0.24
C (-0.53354, 3.50958, 0.34656)  -0.26
C (-1.88054, 3.31958, 0.06666)  0.28
O (-2.61948, 2.54799, 0.92398)  -0.49
S (1.02521, -0.00631, 0.15533)  2.32
C (1.19533, 0.87041, -1.41308)  -0.87
O (2.31117, 0.02871, 0.78166)  -0.94
O (-0.07416, 0.45844, 0.93668)  -0.93
H (5.07794, -5.39705, 2.60417)  0.21
H (4.97844, -4.67137, 1.00456)  0.20
H (3.82256, -5.91772, 1.47970)  0.20
H (4.02974, -3.12092, 2.69641)  0.20
H (2.95950, -4.39560, 3.27857)  0.20
H (1.64483, -2.94077, 1.92152)  0.20
H (1.85033, -4.43714, 1.01286)  0.21
H (3.40779, -1.84531, 0.62556)  0.23
H (3.70145, -3.33185, -0.29245)  0.20
H (2.34222, -1.72822, -1.56981)  0.20
H (1.49592, -3.26952, -1.27821)  0.23
H (-2.22184, -2.08107, 0.86728)  0.43
H (-3.09695, 1.30535, -1.44193)  0.23
H (-4.71937, 0.71274, -0.96555)  0.19
H (-4.44122, 1.80253, 1.27684)  0.21
H (-5.53184, 3.08651, -0.65416)  0.20
H (-4.65708, 4.15121, 0.48617)  0.19
H (-2.10306, 5.10634, -2.78996)  0.23
H (0.31343, 5.40830, -2.31833)  0.22
H (1.29673, 4.40797, -0.28097)  0.22
H (-0.12837, 3.03028, 1.22222)  0.24
H (0.82025, 1.87440, -1.25063)  0.27
H (0.60354, 0.37378, -2.16734)  0.27
H (2.25048, 0.88312, -1.65133)  0.24

2.
Molecular formula: C19H32Cl2N3O5V
Method: DFT, the ωB97M-V functional and the def2-TZVPD basis

Output
- Expectation value of S²: 3.825
- HOMO-LUMO gap (spin up / spin down): 2.402 / 3.188 eV
- Charge: -1
- Energy: -85660.2410 eV
- Spin multiplicity: 4

Last column: natural (NBO) charge in e.
Element x y z (Å)
O (3.13108, 1.65036, -0.34283)  -0.59
C (2.30894, 1.91001, -1.20824)  0.44
C (1.61220, 3.15500, -1.47105)  -0.15
C (1.02369, 3.86551, -0.41930)  -0.15
H (0.77659, 3.34192, 0.49959)  0.26
C (0.81526, 5.23140, -0.55465)  -0.21
H (0.50518, 5.81771, 0.30173)  0.21
C (1.04433, 5.85596, -1.78558)  -0.22
H (0.95168, 6.94025, -1.89433)  0.20
C (1.39226, 5.08966, -2.91388)  -0.24
H (1.56710, 5.57482, -3.88831)  0.21
C (1.55230, 3.70561, -2.78135)  -0.17
H (1.68631, 3.06870, -3.66654)  0.22
H (2.12429, 1.08186, -1.97025)  0.12
C (0.04762, -0.46583, -3.10865)  -0.65
C (-0.73819, 0.14638, -2.01724)  -0.43
H (-0.04289, 0.13560, -3.99834)  0.18
H (-0.33416, -1.45306, -3.30555)  0.20
H (1.10589, -0.53980, -2.87603)  0.17
C (-1.45768, 1.32801, -2.18497)  -0.21
C (-2.51429, 1.34326, -3.26392)  -0.68
H (-1.07055, 2.28137, -1.81301)  0.18
H (-2.26324, 2.11636, -4.02364)  0.17
H (-3.51219, 1.50821, -2.82167)  0.21
H (-2.47335, 0.32678, -3.73085)  0.21
V (-1.43920, -0.37689, -0.40505)  0.81
Cl (-1.84306, 1.61865, 0.60531)  -0.59
Cl (-2.96047, -1.69944, -1.49172)  -0.66
C (-2.78836, -1.01464, 1.91232)  0.55
O (-1.74551, -1.48598, 1.39435)  -0.65
N (-3.49707, -1.76921, 2.75941)  -0.42
C (-3.02168, -3.09590, 3.10017)  -0.41
C (-4.88099, -1.45678, 2.97071)  -0.40
H (-3.16426, 0.00510, 1.73797)  0.20
H (-1.94239, -3.19806, 2.94549)  0.24
H (-3.54923, -3.85443, 2.50211)  0.19
H (-3.26091, -3.27529, 4.15455)  0.18
H (-5.04912, -0.42003, 2.64600)  0.23
H (-5.12193, -1.57071, 4.03629)  0.18
H (-5.52346, -2.12877, 2.37489)  0.19
H (1.65921, -5.00080, -0.36504)  0.18
H (4.06891, -3.90704, -0.11771)  0.18
C (1.54859, -4.23848, -1.14243)  -0.42
C (3.71217, -3.11963, -0.80037)  -0.40
N (2.26718, -3.03714, -0.75435)  -0.44
H (0.49706, -4.02324, -1.30607)  0.27
C (1.61365, -1.89172, -0.46269)  0.53
O (0.38129, -1.80795, -0.59269)  -0.58
H (4.16382, -2.15850, -0.52306)  0.21
H (2.25778, -1.04578, -0.12491)  0.15
H (2.00402, -4.63511, -2.05360)  0.19
H (4.04098, -3.39892, -1.81522)  0.19
N (2.29497, -0.75493, 3.36773)  -0.69
C (1.44139, 0.29449, 3.95031)  -0.35
C (0.27173, 0.40280, 2.94896)  0.74
O (-0.83692, 0.69143, 3.41769)  -0.68
O (0.61646, 0.14350, 1.74303)  -0.74
H (1.95444, -1.66930, 3.67189)  0.42
H (3.25443, -0.68128, 3.68618)  0.40
H (2.21758, -0.68319, 2.33263)  0.48
H (1.10501, 0.00402, 4.94050)  0.21
H (2.01570, 1.22307, 3.99527)  0.22